Record 1
A cluster of 3 separate species, C3H10OS2 in total at a distorted geometry, computed with ωB97M-V/def2-TZVPD.

**Spin multiplicity**: 1
**ΔE to the lowest compared entry with this formula, charge and spin**: 122.7 kcal per mole

Each line ends with the Mulliken charge.
Geometry (Å):
C 0.38 -0.54 -1.08  -0.6928
C 0.98 -1.67 -0.32  -1.1479
C -0.34 0.43 -0.11  -0.2652
S -1.54 -0.59 0.74  -0.1678
S 3.13 0.40 -0.12  -0.2323
H -0.45 -0.95 -1.70  0.3831
H 1.18 -0.02 -1.66  0.2849
H 1.23 -1.26 0.66  0.3443
H 0.20 -2.43 -0.14  0.3598
H 1.85 -2.13 -0.67  0.4023
H -0.78 1.28 -0.61  0.3807
H 0.44 0.83 0.59  0.2425
H 3.36 1.63 -0.53  0.1215
H -4.73 1.81 0.52  0.2958
H -3.41 0.87 0.54  0.2857
O -3.79 1.75 0.28  -0.5947

---

Record 2
The molecule C21H21N3O4S at a distorted geometry, computed with ωB97M-V/def2-TZVPD.

**Spin multiplicity**: 1
**ΔE to the lowest compared entry with this formula, charge and spin**: 61.5 kcal per mole

Each line ends with the Mulliken charge.
Geometry (Å):
C 0.36 -2.63 -5.53  -0.8940
H -0.21 -2.55 -6.46  0.2442
O -0.38 -1.91 -4.58  -0.4525
C 0.09 -1.85 -3.30  0.8371
C -0.70 -1.14 -2.40  -0.6088
C -0.32 -1.01 -1.08  -0.2288
C 0.88 -1.57 -0.64  -0.6442
C 1.66 -2.30 -1.54  -0.9306
C 1.27 -2.44 -2.85  -0.4667
H 1.89 -3.01 -3.52  0.3952
H 2.56 -2.76 -1.18  0.4794
N 1.30 -1.45 0.69  0.9660
C 1.24 -0.35 1.50  -0.5784
C 1.77 -0.73 2.71  1.0123
C 2.12 -2.08 2.53  -0.0973
N 1.85 -2.50 1.32  -1.2903
C 2.70 -2.78 3.70  -0.6786
H 2.24 -3.74 3.90  0.4024
H 3.78 -2.89 3.62  0.3413
S 2.35 -1.64 5.16  0.3454
O 1.05 -2.05 5.68  -0.6026
C 2.05 -0.16 4.05  -0.5189
H 1.22 0.41 4.46  0.3924
H 2.95 0.44 4.07  0.3480
N 0.81 0.88 1.00  -0.0327
C 0.43 1.96 1.73  -0.0929
O 0.36 1.99 2.94  -0.6408
C 0.15 3.18 0.84  0.4416
C -0.70 4.23 1.56  -1.3537
H -0.67 5.17 1.01  0.3808
H -1.74 3.91 1.64  0.3029
H -0.30 4.38 2.56  0.4058
O -0.34 2.83 -0.44  -0.5240
C -1.57 2.24 -0.57  0.7911
C -2.08 2.20 -1.87  -0.4509
C -3.29 1.59 -2.13  -0.5521
C -4.01 1.00 -1.11  -0.6226
C -3.51 1.03 0.18  -0.7040
C -2.29 1.64 0.46  -0.2381
H -1.92 1.64 1.47  0.3811
H -4.06 0.58 0.99  0.4137
H -4.95 0.53 -1.31  0.4027
H -3.67 1.57 -3.14  0.4399
H -1.50 2.66 -2.66  0.4420
H 1.13 3.62 0.62  0.3571
H 0.78 0.96 -0.01  0.3643
H -0.97 -0.50 -0.39  1.0848
H -1.62 -0.70 -2.74  0.5271
H 1.36 -2.21 -5.68  0.3499
H 0.44 -3.69 -5.25  0.3548

---

Record 3
A cluster of 10 separate species, C42H77F3N2O16 in total at a distorted geometry, computed with ωB97M-V/def2-TZVPD.

**Spin multiplicity**: 1
**SMILES**: CC1(C)CCCC(C)(C)N1O.CC1(C)CCCC(C)(C)N1O.O=C1OC[C@@H](F)O1.O=C1OC[C@@H](F)O1.O=C1OC[C@@H](F)O1.CC(C)=O.CC(C)=O.CC(C)=O.CC(C)=O.CC(C)=O

Each line ends with the Mulliken charge.
Geometry (Å):
C 4.25 -5.02 -6.65  -1.7150
C 3.40 -4.10 -7.59  1.3530
C 3.03 -2.83 -6.74  -1.6648
C 4.32 -3.57 -8.71  -1.1480
C 4.58 -4.56 -9.85  -0.6941
C 3.25 -5.17 -10.36  -1.3303
C 2.34 -5.80 -9.27  1.7367
C 0.93 -5.89 -10.01  -1.9852
C 2.79 -7.23 -8.87  -1.6215
N 2.20 -4.83 -8.18  0.1324
O 1.41 -5.40 -7.16  -0.4488
H 4.94 -4.44 -6.04  0.4628
H 3.63 -5.57 -5.95  0.3492
H 4.75 -5.75 -7.29  0.3643
H 3.84 -2.63 -6.03  0.3509
H 2.92 -1.90 -7.30  0.3801
H 2.10 -2.83 -6.18  0.3706
H 3.80 -2.70 -9.11  0.4293
H 5.25 -3.22 -8.26  0.3742
H 5.05 -4.03 -10.67  0.3957
H 5.19 -5.35 -9.42  0.2869
H 3.61 -6.00 -10.96  0.4340
H 2.74 -4.45 -11.01  0.4341
H 0.56 -4.87 -10.08  0.4920
H 0.10 -6.39 -9.50  0.4126
H 1.06 -6.39 -10.97  0.4241
H 3.74 -7.56 -9.29  0.3231
H 2.01 -7.96 -9.04  0.4294
H 3.04 -7.29 -7.81  0.3249
H 0.57 -4.96 -7.29  0.3472
C -6.71 -1.26 7.55  -1.5581
C -5.76 -0.22 6.85  1.4969
C -6.34 -0.03 5.44  -2.0139
C -5.79 1.13 7.60  -1.2239
C -5.04 1.23 8.94  -0.7219
C -3.62 0.74 8.64  -1.2618
C -3.51 -0.71 8.00  1.3912
C -2.06 -0.79 7.53  -1.9022
C -3.77 -1.83 9.08  -1.7148
N -4.43 -0.82 6.83  0.4437
O -4.28 -1.96 6.04  -0.4717
H -7.69 -0.80 7.69  0.4166
H -6.91 -2.17 6.98  0.3405
H -6.33 -1.56 8.53  0.2739
H -7.25 0.56 5.49  0.4071
H -5.69 0.47 4.72  0.4192
H -6.61 -1.02 5.08  0.4593
H -5.35 1.86 6.92  0.3715
H -6.84 1.38 7.75  0.4637
H -4.97 2.26 9.30  0.3808
H -5.66 0.75 9.69  0.3531
H -3.01 0.83 9.54  0.4624
H -3.24 1.51 7.97  0.4284
H -1.87 -1.76 7.07  0.4219
H -1.35 -0.73 8.36  0.4090
H -1.83 0.05 6.87  0.4174
H -2.89 -1.89 9.72  0.4361
H -3.85 -2.78 8.56  0.4075
H -4.66 -1.70 9.70  0.3033
H -4.09 -1.51 5.22  0.3653
O -1.08 -0.51 0.96  -0.5593
C -0.06 0.17 0.79  0.6779
O 0.96 0.20 1.68  -0.3255
C 1.68 1.42 1.54  -0.4693
C 1.36 1.74 0.05  0.3580
F 2.36 1.31 -0.63  -0.2762
O 0.28 0.96 -0.23  -0.3015
H 1.30 2.09 2.31  0.2790
H 2.74 1.56 1.77  0.3078
H 1.34 2.81 -0.16  0.3082
O 7.58 -5.46 0.45  -0.5884
C 6.37 -5.64 0.78  0.6708
O 5.73 -5.02 1.78  -0.3120
C 4.57 -5.73 2.11  -0.4104
C 4.23 -6.24 0.72  0.2069
F 3.61 -5.28 0.04  -0.2630
O 5.54 -6.42 0.16  -0.2897
H 4.75 -6.58 2.76  0.3081
H 3.68 -5.19 2.46  0.3311
H 3.58 -7.12 0.71  0.3463
O 3.11 4.98 8.12  -0.5584
C 2.88 5.52 9.19  0.7012
O 3.61 6.45 9.70  -0.2891
C 2.94 6.98 10.80  -0.4450
C 2.10 5.77 11.35  0.3112
F 0.85 6.12 11.79  -0.2703
O 1.97 5.11 10.12  -0.2979
H 3.55 7.33 11.63  0.2872
H 2.35 7.86 10.54  0.2880
H 2.50 5.10 12.11  0.2726
C 7.42 3.98 -4.53  -0.9073
C 7.85 4.96 -3.44  0.7086
C 6.80 5.53 -2.51  -1.0199
O 9.03 5.22 -3.33  -0.5510
H 6.34 3.99 -4.59  0.2803
H 7.75 2.96 -4.30  0.2756
H 7.98 4.31 -5.40  0.2919
H 5.93 5.83 -3.10  0.3424
H 7.40 6.26 -1.96  0.3145
H 6.53 4.80 -1.75  0.2650
C -5.54 -5.91 -1.26  -0.9878
C -4.29 -6.74 -1.48  0.7506
C -3.44 -7.04 -0.27  -1.0752
O -3.91 -7.00 -2.58  -0.5312
H -6.16 -6.11 -2.14  0.3227
H -5.21 -4.88 -1.36  0.2655
H -5.91 -5.96 -0.24  0.3236
H -2.49 -7.47 -0.60  0.3216
H -3.92 -7.84 0.30  0.2947
H -3.25 -6.24 0.44  0.3156
C -1.20 8.58 4.70  -0.9983
C -0.28 8.21 3.49  0.7482
C 1.12 8.79 3.47  -0.9566
O -0.68 7.51 2.57  -0.5525
H -2.23 8.32 4.45  0.2995
H -1.20 9.63 4.99  0.3270
H -0.91 8.00 5.58  0.2680
H 1.74 8.29 2.72  0.2869
H 1.54 8.54 4.45  0.2861
H 1.20 9.85 3.24  0.2917
C -0.84 2.89 -7.26  -0.9607
C -0.64 2.89 -8.81  0.7085
C -0.60 1.52 -9.60  -0.9669
O -0.66 3.92 -9.45  -0.5256
H 0.12 2.89 -6.74  0.2540
H -1.50 2.05 -7.05  0.3098
H -1.42 3.75 -6.95  0.3069
H -1.10 1.54 -10.57  0.3192
H -1.03 0.72 -9.00  0.2885
H 0.41 1.19 -9.85  0.2663
C -6.09 6.29 0.10  -0.9018
C -5.97 5.62 -1.24  0.7052
C -5.21 4.26 -1.34  -1.0209
O -6.45 6.19 -2.24  -0.5597
H -7.06 6.77 0.14  0.3170
H -5.28 7.02 0.08  0.2561
H -5.81 5.59 0.90  0.2971
H -4.17 4.25 -1.02  0.3035
H -5.23 3.88 -2.36  0.3124
H -5.87 3.58 -0.81  0.2918

---

| no. | electronic energy (Ha) | HOMO energy (eV) |
| --- | --- | --- |
| 1 | -991.7161 | -8.563 |
| 2 | -1676.2184 | -8.330 |
| 3 | -3259.2409 | -7.914 |